{"formula": "C21H15AsCl3N2O13ReS", "method": "ωB97M-V/def2-TZVPD", "species": ["Re", "O", "As", "O", "O", "C", "C", "C", "C", "C", "C", "S", "O", "O", "O", "H", "H", "H", "H", "H", "O", "C", "O", "C", "C", "C", "C", "C", "C", "O", "N", "O", "O", "N", "O", "O", "H", "H", "Cl", "C", "Cl", "H", "H", "Cl", "C", "C", "C", "C", "C", "C", "C", "H", "H", "H", "H", "H", "H"], "positions_angstrom": [[-0.348860, 0.167542, -0.679082], [-1.054965, -2.613178, 2.725602], [-0.348996, -0.998692, 2.563657], [-0.975832, -0.113403, 3.770714], [-0.966648, -0.614555, 0.963663], [1.498901, -1.610560, 2.548634], [1.789674, -2.838482, 3.126800], [3.100652, -3.299067, 3.138327], [4.119526, -2.551174, 2.571812], [3.840105, -1.324282, 1.987192], [2.537193, -0.865989, 1.991931], [2.089670, 0.620546, 1.163864], [0.942703, 1.106654, 1.908696], [3.216714, 1.485736, 1.021114], [1.638171, 0.042980, -0.174987], [-1.875984, -2.488114, 3.218115], [0.989137, -3.432460, 3.542669], [3.323745, -4.256979, 3.590704], [5.134678, -2.926434, 2.578381], [4.613164, -0.718322, 1.534529], [-0.288347, 1.520936, -4.517262], [-0.131780, 1.674194, -3.325486], [0.198726, 0.703972, -2.507916], [-0.232370, 3.025604, -2.686253], [-0.191026, 4.127555, -3.517728], [-0.241840, 5.404033, -2.987767], [-0.369011, 5.607686, -1.625020], [-0.455799, 4.513560, -0.801268], [-0.357286, 3.178578, -1.279500], [-0.383862, 2.186291, -0.458682], [-0.695682, 4.789897, 0.623357], [-1.381568, 4.011665, 1.247352], [-0.227207, 5.821542, 1.073709], [-0.189550, 6.562983, -3.874366], [-0.102202, 6.360993, -5.071032], [-0.240228, 7.670144, -3.368078], [-0.113232, 3.971853, -4.584211], [-0.420469, 6.602800, -1.210779], [-4.733997, -0.836958, 0.345191], [-3.657937, 0.554079, 0.307980], [-2.712961, 0.611141, -1.222336], [-2.933975, 0.486721, 1.112765], [-4.244763, 1.463308, 0.331956], [2.095771, -3.043922, -0.807445], [0.515992, -3.627800, -0.353097], [0.458516, -4.778799, 0.419803], [-0.767712, -5.312545, 0.774347], [-1.929459, -4.685441, 0.344725], [-1.849361, -3.537341, -0.421864], [-0.627764, -2.966747, -0.793197], [-0.614353, -1.741755, -1.649210], [1.382636, -5.251094, 0.725808], [-0.812597, -6.208390, 1.380104], [-2.898473, -5.090052, 0.609178], [-2.758390, -3.050462, -0.754208], [-1.554230, -1.694449, -2.202013], [0.203040, -1.795527, -2.369917]], "atomic_forces_ev_per_a": [[-0.8, 0.0, 1.2], [0.0, 0.0, 0.0], [-0.1, -0.1, 0.1], [0.0, 0.0, -0.2], [0.2, 0.1, 0.2], [0.1, 0.1, -0.1], [0.0, 0.0, 0.0], [0.0, 0.0, 0.0], [0.0, 0.0, 0.0], [0.0, 0.0, 0.1], [-0.1, -0.1, 0.0], [-0.3, 0.0, -0.1], [0.2, 0.0, -0.1], [0.2, -0.2, 0.0], [0.1, 0.2, 0.0], [0.0, 0.0, 0.0], [0.0, 0.0, 0.0], [0.0, 0.0, 0.0], [0.0, 0.0, 0.0], [0.0, 0.0, 0.0], [0.0, 0.1, -0.1], [0.1, -0.2, 0.2], [0.1, 0.1, -0.5], [0.0, 0.0, 0.0], [0.0, 0.0, 0.0], [0.0, 0.1, 0.0], [0.0, 0.0, 0.0], [0.0, 0.0, 0.1], [0.0, 0.1, 0.0], [0.3, -0.1, -0.2], [0.0, 0.0, -0.1], [-0.1, 0.0, 0.0], [0.0, 0.0, 0.0], [0.0, -0.1, 0.1], [0.0, 0.0, 0.0], [0.0, 0.0, 0.0], [0.0, 0.0, 0.0], [0.0, 0.0, 0.0], [0.1, 0.0, 0.0], [0.1, 0.1, 0.1], [-0.3, -0.2, -0.2], [0.0, 0.0, 0.0], [0.0, 0.0, 0.0], [0.0, 0.0, 0.0], [0.1, 0.0, 0.0], [0.0, 0.0, 0.0], [0.0, 0.0, 0.0], [0.0, 0.0, 0.0], [0.0, 0.0, 0.1], [-0.1, 0.1, -0.1], [0.6, 0.0, -0.2], [0.0, 0.0, 0.0], [0.0, 0.0, 0.0], [0.0, 0.0, 0.0], [0.0, 0.0, 0.0], [0.0, 0.0, 0.0], [-0.1, 0.0, 0.0]], "mulliken_spin": [0.87, 0.00, 0.02, 0.00, 0.01, 0.01, 0.00, 0.00, 0.00, 0.00, 0.00, 0.01, 0.00, 0.00, 0.03, 0.00, 0.00, 0.00, 0.00, 0.00, 0.00, -0.01, 0.02, 0.01, 0.00, 0.01, 0.00, 0.00, 0.00, 0.01, 0.00, 0.00, 0.00, 0.00, 0.00, 0.00, 0.00, 0.00, 0.00, 0.00, -0.01, 0.00, 0.00, 0.00, -0.01, 0.00, 0.00, 0.00, 0.00, 0.03, -0.03, 0.00, 0.00, 0.00, 0.00, 0.00, 0.00], "orbital_gap_ev": [7.3839, 7.0735], "spin_multiplicity": 2, "s_squared": 0.758, "charge": -1}